The following is a DFT calculation (ωB97M-V with the def2-TZVPD basis set) of a structure of composition C13H22BNO2Sc at a distorted geometry.

Geometry as ORCA input:
```
! wB97M-V def2-TZVPD RIJCOSX def2/J DEFGRID3
* xyz -1 1
B -0.128 -0.680 0.088
H 0.386 1.723 3.792
H 0.102 -1.478 -1.889
C -0.315 0.647 2.054
Sc 0.177 1.398 -1.401
H -2.115 1.842 1.926
H -1.980 0.890 3.421
H -2.261 2.903 -2.572
H 1.941 -2.023 2.574
H 1.960 -0.527 3.527
C -1.247 2.595 -2.827
H -0.318 -1.000 4.471
C -1.792 0.875 2.337
H 0.551 -3.820 -4.174
C -0.094 -3.539 -2.162
H -1.568 0.587 -3.803
C -0.059 3.391 -2.684
H -1.138 -3.805 -2.362
H 0.181 -3.404 -1.111
H -2.413 0.087 1.884
H -0.227 -2.556 3.630
H 1.837 -3.165 -2.988
C -0.562 -1.517 3.534
N 0.034 -0.673 -1.282
H -1.650 -1.528 3.410
C 0.538 1.398 -3.720
H 1.585 1.589 2.484
H 1.113 0.627 -4.234
O -0.209 -1.585 1.152
H 0.214 2.720 2.331
C 0.137 -0.858 2.357
C 1.653 -0.965 2.568
C 1.052 2.640 -3.206
C 0.519 1.730 2.702
H 2.211 -0.477 1.757
H 2.089 2.972 -3.250
O -0.112 0.708 0.604
C -0.882 1.374 -3.490
H -0.020 4.407 -2.294
C 0.811 -3.502 -3.156
*
```

The HOMO energy (alpha / beta) comes out at 0.444 / -1.502 eV. The HOMO-LUMO gap (alpha / beta) is 0.0908 / 0.1594 hartree.

Here are the natural (NBO) charges for atoms 1 to 2, given in e: 1.10, 0.20